C25H47BaClINO3Si2 | ωB97M-V with the def2-TZVPD basis set

```
! wB97M-V def2-TZVPD RIJCOSX def2/J DEFGRID3
* xyz 0 1
O -0.12016 1.29225 -0.41604
O 1.29265 -0.01095 -4.02507
C -1.50662 1.60594 -0.75059
C -2.07008 2.71026 0.11848
H -2.05414 0.65983 -0.60461
H -1.55014 1.88233 -1.81087
H -1.95556 2.49188 1.18578
H -3.13210 2.83871 -0.10526
H -1.59726 3.67696 -0.08977
C 0.78899 2.36337 -0.00427
C 1.16705 3.27904 -1.15016
H 1.68241 1.86997 0.41724
H 0.29174 2.92505 0.80487
H 1.64563 2.72467 -1.97158
H 1.89421 4.01936 -0.78774
H 0.29612 3.83228 -1.52336
C 2.59855 -0.52981 -4.34152
C 0.70043 0.78172 -5.06600
C 3.71248 0.32691 -3.77879
H 2.71354 -0.61341 -5.43589
H 2.65731 -1.54056 -3.91183
H 3.70798 1.32205 -4.23775
H 4.66746 -0.16301 -3.99344
H 3.61883 0.43666 -2.69235
C 1.56375 1.94087 -5.51807
H -0.25216 1.13950 -4.65065
H 0.47776 0.13255 -5.92968
H 1.89607 2.56217 -4.67924
H 0.96564 2.56855 -6.18127
H 2.44142 1.59496 -6.07613
H 0.05093 -0.49672 -1.94365
Ba 0.37573 -0.52698 1.48525
C 0.13052 -1.60433 -1.79047
Si -0.59742 -2.62851 -3.20018
H 1.20723 -1.84526 -1.68055
H -0.43797 -1.90142 -0.87854
C -2.05314 -1.81960 -4.04897
C -1.18282 -4.30904 -2.57289
C 0.48905 -3.16086 -4.64669
C -2.39779 -0.86274 1.42724
Si -2.79200 -2.05564 2.79335
H -2.77021 -1.05217 0.41213
H -2.64593 0.18351 1.68386
C -3.28070 -3.75640 2.15883
C -4.34998 -1.55246 3.72307
C -1.31206 -2.18203 3.97492
H -0.16045 -3.65186 -5.39063
H 1.22512 -3.90105 -4.30298
H 1.02502 -2.34215 -5.14465
H -2.90721 -1.70000 -3.37092
H -2.36847 -2.47424 -4.87176
H -1.80397 -0.83727 -4.46813
H -1.64812 -4.24266 -1.58281
H -0.32995 -5.00090 -2.51160
H -1.91387 -4.73370 -3.27810
H -5.07140 -1.15821 2.99213
H -4.17545 -0.78700 4.48962
H -4.81551 -2.42659 4.20262
H -0.96371 -1.19385 4.31760
H -0.46047 -2.73214 3.53596
H -1.60192 -2.74502 4.87407
H -3.86383 -4.28525 2.92728
H -2.42296 -4.38137 1.88631
H -3.92599 -3.63692 1.27804
Cl 2.39417 3.51101 7.70498
C 1.55595 2.64712 6.49301
C 0.19929 2.39117 6.65022
C -0.52884 1.77414 5.63919
I -2.59315 1.53180 5.96802
C 0.10648 1.39837 4.40507
O -0.54050 0.98676 3.36945
C 1.56430 1.51498 4.32515
N 2.18940 1.03303 3.21248
C 3.50803 1.25449 3.06948
C 4.24375 2.04301 3.98574
C 3.64275 2.50519 5.13870
C 2.27629 2.22464 5.34417
H -0.29365 2.70837 7.55924
H 4.00683 0.80400 2.20109
H 5.28297 2.26923 3.77611
H 4.19386 3.08348 5.88469
*
```

Computed properties:
Gap between HOMO and LUMO   5.77 eV
Energy relative to the best compared isomer or geometry (same formula, charge and spin)   0.0 kJ/mol
LUMO energy   -0.506 eV

Mulliken atomic charge list, values in e, 8 entries: 0.020, -0.078, 0.151, -1.512, 0.056, 0.247, 0.282, 0.426

---

C37H52AsCsN3PS | ωB97M-V with the def2-TZVPD basis set

```
! wB97M-V def2-TZVPD RIJCOSX def2/J DEFGRID3
* xyz 0 1
Cs -0.49551 -0.10822 -0.36557
C -3.84913 2.39957 0.29933
C -3.45544 1.75943 1.46813
C -3.65639 0.39275 1.60972
C -4.24849 -0.33130 0.58209
C -4.62905 0.30431 -0.59130
C -4.43035 1.67276 -0.73122
H -3.70753 3.46954 0.19670
H -2.97710 2.32021 2.26187
H -3.33507 -0.11393 2.51049
H -4.41200 -1.39577 0.69925
H -5.07805 -0.26089 -1.39774
H -4.72837 2.16917 -1.64636
N 1.49809 1.28967 -3.43192
C 2.33559 0.62631 -4.33393
C 2.35712 1.02959 -5.66981
C 3.17784 0.41591 -6.59840
C 4.00069 -0.62745 -6.20130
C 3.98427 -1.02405 -4.87241
C 3.18123 -0.41745 -3.90536
C 3.22636 -0.91250 -2.49311
C 4.45130 -1.38350 -2.01004
C 4.56675 -1.96024 -0.75106
C 3.44480 -2.05223 0.05442
C 2.25204 -1.52022 -0.43119
C 2.06044 -0.93609 -1.68435
H 1.32464 0.66449 -2.63757
H 0.64922 1.62843 -3.86061
H 1.71063 1.84655 -5.97469
H 3.16865 0.74533 -7.63039
H 4.63739 -1.13623 -6.91321
H 4.60033 -1.86232 -4.57147
H 5.34488 -1.29303 -2.61837
H 5.52979 -2.32260 -0.41090
H 3.50938 -2.49559 1.04483
H 1.38827 -1.54661 0.24615
N -1.89576 3.24109 -2.54353
C -2.14026 2.19597 -3.39441
N -1.99544 0.96270 -3.03609
C -2.26297 0.12162 -4.11377
C -2.16682 -1.26769 -4.08340
C -2.44939 -1.98108 -5.23223
C -2.82361 -1.32858 -6.40935
C -2.91334 0.05005 -6.45818
C -2.62836 0.76286 -5.30100
S -2.61228 2.48828 -5.04626
H -1.94983 2.99849 -1.56436
H -2.26932 4.14583 -2.77504
H -1.85081 -1.77126 -3.17941
H -2.36658 -3.05967 -5.22549
H -3.03383 -1.90620 -7.29943
H -3.18711 0.55455 -7.37514
C -1.23901 -2.80356 5.63011
C -1.51607 -1.79957 4.51160
C -1.99633 -0.47699 5.11381
P -0.21559 -1.44074 3.22656
C 0.57182 -3.05901 2.78249
C 1.48854 -3.78791 3.76764
C -0.53639 -3.98632 2.27065
C 1.04133 -0.36059 4.05530
C 1.90405 0.27456 2.95986
C 1.90311 -0.87198 5.20753
H -2.11866 -2.90195 6.27205
H -0.41180 -2.48810 6.26745
H -1.00376 -3.79492 5.24723
H -2.33854 -2.20261 3.90883
H -1.27850 -0.09954 5.84547
H -2.94673 -0.61412 5.63297
H -2.13072 0.30165 4.35829
H 1.18472 -2.80223 1.91312
H 1.05157 -3.90407 4.75861
H 2.44024 -3.27318 3.88471
H 1.71136 -4.78706 3.38455
H -1.16687 -4.35350 3.08294
H -0.09828 -4.85602 1.77834
H -1.18919 -3.48673 1.55016
H 0.40722 0.44195 4.45163
H 2.50295 -0.46378 2.41785
H 2.59821 1.00466 3.38490
H 1.27404 0.79374 2.22866
H 2.69518 -1.52996 4.85202
H 1.33152 -1.41738 5.95779
H 2.39009 -0.03088 5.70764
C 0.46479 3.76529 3.00060
As 0.18502 3.29661 1.12375
C -0.50947 5.02190 0.51009
C 2.02080 3.46241 0.47246
H 1.04002 4.68638 3.09510
H 0.99362 2.95645 3.50256
H -0.50626 3.89394 3.47933
H 0.12845 5.84398 0.83440
H -1.51251 5.16205 0.91422
H -0.56039 5.02213 -0.57886
H 2.45728 4.42120 0.75153
H 2.02185 3.35159 -0.61203
H 2.61574 2.65141 0.89249
*
```

Computed properties:
Gap between HOMO and LUMO   6.22 eV
Energy relative to the best compared isomer or geometry (same formula, charge and spin)   92.2 kJ/mol
LUMO energy   -0.055 eV

Mulliken atomic charge list, values in e, 8 entries: 1.475, -0.571, -0.348, -0.022, -0.573, -0.310, -0.437, 0.515

---

| no. | HOMO (eV) |
| --- | --- |
| 1 | -6.277 |
| 2 | -6.279 |